Entry 1:
Molecular formula: C24H18Cl2I2N4O3SZn
Method: DFT, the ωB97M-V functional and the def2-TZVPD basis

Output
- Kohn-Sham gap (eV) = 7.53
- E_HOMO (Ha) = -0.2853
- total charge = 0

Each line ends with the natural charge from an NBO analysis.
Element x y z (Å)
C1 -2.1264 1.8619 1.7799  0.08
I1 -5.1428 -4.5302 -2.2123  0.12
S1 0.6145 2.8660 -0.0023  -0.28
C2 3.5859 -0.1886 0.6499  -0.33
C3 3.1871 -0.7850 2.9574  -0.14
C4 -1.9188 -0.3797 2.2374  0.24
C5 5.3752 -1.0428 2.0172  -0.11
C6 4.4871 -1.1799 3.0955  -0.19
C7 -2.7548 -0.2637 3.3404  -0.25
H1 -1.8431 2.6831 1.1350  0.22
C8 -2.9826 2.0568 2.8456  -0.26
C9 0.6884 2.5823 -3.9151  0.12
C10 -1.7542 -0.9913 -1.6477  0.42
H2 0.5365 -2.4667 -0.8440  0.22
C11 -1.4263 -1.7456 1.8104  -0.27
Cl1 7.0323 -1.5231 2.2319  -0.01
C12 -3.2906 0.9713 3.6521  -0.14
I2 -3.2713 1.0855 -3.2444  0.11
O1 1.4759 0.2152 1.6985  -0.84
H3 -3.3866 3.0399 3.0399  0.23
H4 -2.2624 -2.2243 1.2932  0.23
C13 -3.6870 -3.0310 -2.0161  -0.19
N1 -0.2845 -1.6905 0.8980  -0.70
H5 -3.9390 1.0891 4.5104  0.22
H6 1.2979 4.0438 -5.3488  0.24
C14 -2.9361 -0.8086 -2.4089  -0.24
C15 3.1405 0.1197 -0.6813  0.45
O2 -0.8825 -0.0281 -1.4792  -0.96
H7 5.6099 -0.4939 -0.0231  0.22
H8 0.0966 1.4113 -2.3339  0.49
H9 -2.9832 -1.1374 3.9367  0.22
C16 2.6697 -0.2133 1.7468  0.49
C17 -2.5472 -3.2701 -1.2739  -0.22
H10 -0.4254 -3.6481 0.0582  0.18
C18 -1.5853 -2.2855 -1.0951  -0.15
C19 1.1568 3.7988 -4.3084  -0.35
H11 -4.7689 -1.5961 -3.1910  0.24
C20 4.9316 -0.5659 0.8189  -0.15
C21 -0.3766 -2.6004 -0.2578  -0.23
H12 -1.2068 -2.3430 2.6982  0.21
H13 -2.3869 -4.2427 -0.8246  0.22
H14 1.8010 5.7041 -3.5130  0.20
N2 1.2728 4.4467 -2.0049  -0.45
O3 1.9830 0.2712 -1.0637  -0.67
Cl2 2.0700 -0.9831 4.2703  0.00
Zn1 0.1337 0.3780 0.1910  1.67
N3 0.5070 2.3212 -2.6135  -0.52
C22 1.4285 4.7119 -3.2783  0.14
H15 3.9426 0.1898 -1.4370  0.12
N4 -1.5939 0.6723 1.4860  -0.56
H16 0.5552 -1.8913 1.4273  0.40
C23 0.7942 3.2355 -1.6340  0.27
H17 0.4438 1.7882 -4.6048  0.23
C24 -3.8866 -1.7919 -2.5985  -0.25
H18 4.8323 -1.6020 4.0292  0.24

***

Entry 2:
Molecular formula: C24H18Cl2N2O2
Method: DFT, the ωB97M-V functional and the def2-TZVPD basis

Output
- Kohn-Sham gap (eV) = 8.87
- structure (SMILES) = Cc1cccc(-c2nc(C(=O)O)c(-c3cccc(Cl)c3)n2-c2cc(Cl)ccc2C)c1
- E_HOMO (Ha) = -0.3137
- total charge = 0

Each line ends with the natural charge from an NBO analysis.
Element x y z (Å)
C1 1.3475 5.9340 1.4962  -0.64
C2 -1.5488 -3.1825 1.1494  -0.19
H1 -2.3882 -1.6568 -1.1290  0.22
C3 -0.4622 4.3864 -1.5047  -0.22
C4 0.7693 4.8786 0.5981  0.02
O1 -1.7463 -1.8473 3.7406  -0.67
C5 -0.9819 -0.7279 3.5728  0.75
H2 -0.2967 -6.3322 1.4074  0.23
H3 -2.3356 -2.4669 1.1203  0.24
H4 1.8005 -5.0550 0.8291  0.22
C6 1.7227 -0.4229 -1.4807  -0.26
H5 1.2356 3.1863 1.7536  0.22
H6 -0.8115 4.8257 -2.5042  0.22
H7 1.4191 5.5133 2.5431  0.22
O2 -0.6254 -0.0602 4.5058  -0.57
C7 0.0711 2.5621 0.1258  -0.07
H8 0.4827 6.2914 -1.1184  0.21
C8 0.8535 -4.6015 0.8757  -0.20
C9 -1.5228 -4.5994 1.4074  -0.02
C10 0.2711 5.2727 -0.7556  -0.20
H9 2.3191 0.1519 -0.8311  0.23
H10 -2.1489 -2.2681 -2.5899  0.22
H11 1.9327 -2.7857 0.6363  0.23
C11 0.1505 -1.7269 -3.3662  -0.21
H12 -1.8571 -1.6738 4.7449  0.50
C12 1.4868 -1.5116 -3.6261  -0.22
C13 0.7513 3.5137 0.8817  -0.19
Cl1 -3.1704 -5.1984 1.5567  0.01
C14 0.8840 -3.2179 0.7586  -0.18
H13 -2.6140 -0.5406 -2.4813  0.23
N1 -0.4452 1.1470 1.8858  -0.40
C15 0.3698 -0.5610 -1.2109  0.22
N2 -0.1450 -0.0602 0.0408  -0.39
C16 -0.3055 -2.5089 1.0498  -0.07
C17 -0.4890 -1.1296 -2.2395  0.00
C18 -0.6354 -0.2320 2.2231  -0.02
H14 2.2825 6.3137 1.1544  0.22
Cl2 3.9798 -0.4758 -3.2163  -0.01
H15 -0.8827 2.3431 -1.7416  0.20
C19 -0.3048 -1.0124 1.1098  0.15
C20 -0.0769 1.1927 0.6243  0.35
H16 -0.4335 -2.1524 -4.1524  0.22
C21 -2.0283 -1.3822 -2.1277  -0.63
C22 -0.2927 -5.3231 1.1618  -0.22
C23 2.3053 -0.8587 -2.6987  0.01
H17 1.9641 -1.7356 -4.5984  0.23
C24 -0.5815 3.0202 -1.0311  -0.19
H18 0.7313 6.7747 1.4504  0.22

***

Entry 3:
Molecular formula: C24H18Cl2N5O5S2W
Method: DFT, the ωB97M-V functional and the def2-TZVPD basis

Output
- Kohn-Sham gap (eV) = 5.76
- E_HOMO (Ha) = -0.6399
- total charge = +3

Each line ends with the natural charge from an NBO analysis.
Element x y z (Å)
H1 2.1452 2.6446 -1.4902  0.21
O1 1.2016 -0.1134 1.9885  -0.59
N1 2.6929 2.4130 1.2531  -0.42
H2 -2.0064 3.4858 -5.0030  0.27
O2 0.2585 2.4956 -0.7330  -0.71
H3 1.2898 4.1659 -1.3633  0.24
H4 0.7816 0.2573 -5.4843  0.27
C1 0.4384 -4.6208 0.4698  -0.03
C2 2.1611 2.0788 2.5591  -0.30
C3 -1.7064 -4.5622 1.7972  0.16
H5 0.5081 -5.6969 0.5687  0.28
O3 3.7576 -0.6404 -0.4008  -0.40
C4 -0.6413 -3.9414 1.0447  -0.06
Cl1 0.6157 -1.0211 -2.9683  0.08
H6 2.0286 -1.9442 -0.8413  0.25
C5 1.2798 -2.5177 -0.3179  0.09
O4 0.0013 1.6050 1.5813  -0.64
N2 -1.8223 -5.8613 2.0337  -0.58
C6 -0.7033 -2.5544 0.9040  0.17
N3 -1.6289 -0.4350 1.3413  -0.55
H7 -4.5667 -1.9343 3.3762  0.28
C7 -3.7472 -1.5156 2.8057  -0.03
H8 2.9038 1.5903 3.1907  0.27
C8 -0.1999 0.3823 -3.5890  -0.06
S1 -1.7224 0.4501 -1.2317  0.35
S2 -3.1848 -6.0715 2.8595  1.11
H9 -4.3613 0.5313 3.0246  0.28
N4 -3.6258 -4.5368 3.0402  -0.56
H10 3.0001 4.2406 0.2780  0.25
C9 -0.5866 1.9130 -5.3818  -0.11
Cl2 -2.8722 3.0596 -2.3317  0.08
C10 -2.5626 0.3614 1.8907  0.11
H11 2.2583 -4.3762 -0.6482  0.27
C11 1.4003 -3.8935 -0.2018  -0.17
C12 3.2463 0.3475 -0.0790  0.83
C13 -2.7793 -2.3612 2.2529  -0.05
H12 -2.4426 1.4285 1.7573  0.24
C14 -2.7470 -3.7983 2.3782  0.08
C15 -1.1362 1.0513 -2.7969  -0.19
N5 0.2313 -1.8392 0.2055  -0.52
H13 4.2796 2.1747 -0.0650  0.28
H14 4.4333 1.2340 1.4062  0.28
H15 1.4873 4.0992 1.1436  0.23
O5 1.7539 0.5250 -0.4421  -0.71
C16 3.7069 1.5998 0.6725  -0.34
H16 -0.3773 2.2365 -6.3919  0.27
C17 -1.5004 2.6140 -4.6130  -0.21
C18 -1.7440 -1.7758 1.5189  0.24
C19 1.5061 3.2355 -0.8352  -0.09
C20 0.0720 0.7994 -4.8762  -0.20
C21 -1.7669 2.1849 -3.3235  -0.03
H17 1.7639 2.9563 3.0664  0.27
W1 0.0555 0.2455 0.1218  1.97
C22 2.1762 3.5520 0.4986  -0.25
C23 1.0706 1.1202 2.1762  0.81
H18 -0.4405 3.0850 -0.4077  0.52
C24 -3.6334 -0.1527 2.6118  -0.22

***

Entry 4:
Molecular formula: C24H18EuN8O2S4
Method: DFT, the ωB97M-V functional and the def2-TZVPD basis

Output
- Kohn-Sham gap (spin up / spin down) (eV) = 2.59 / 4.40
- E_HOMO (spin up / spin down) (Ha) = -0.0337 / -0.1774
- total charge = -1
- 2S+1 = 7
- ⟨S²⟩ = 12.06

Each line ends with the Mulliken spin population.
Element x y z (Å)
O1 -0.8231 -0.6917 -2.5349  0.00
H1 -3.9761 1.0225 -5.0989  0.00
C1 -2.9649 1.1038 -4.7334  0.00
Eu1 0.0553 0.1131 -0.5254  4.05
H2 -0.1862 4.2202 3.0361  0.00
C2 -2.4884 0.1813 -3.8362  0.00
S1 -1.4822 -2.0509 0.3398  0.23
N1 -1.8776 0.0347 2.0917  0.30
C3 2.3512 -2.2969 0.7973  0.15
N2 1.7417 -1.6435 -1.4398  0.00
C4 -0.8562 2.2148 -4.6182  0.00
N3 3.0751 -3.0085 1.7239  0.03
N4 -1.2416 0.2412 -3.3540  0.00
C5 1.9540 -1.8704 -2.6840  -0.01
O2 1.7048 1.1844 0.2460  0.08
C6 0.9494 -1.0570 3.7648  0.05
N5 -0.7592 0.6652 1.5993  0.18
H3 3.0751 5.4235 0.5659  0.01
S2 -3.4391 3.6024 -1.8843  0.00
C7 2.9932 -2.9772 4.2464  0.02
C8 1.6213 -1.6519 2.7005  -0.03
H4 3.8060 -3.6718 1.5349  0.00
H5 0.1633 -0.3462 3.5845  0.01
C9 -2.3664 2.5649 -1.3400  0.01
H6 2.5737 -2.6151 6.3016  0.01
H7 0.8146 -0.9704 5.8866  0.00
H8 -0.1750 3.0109 -4.8770  0.00
S3 1.1607 1.2892 -3.0207  0.00
H9 -3.9551 -1.0360 2.6222  0.00
H10 4.0180 -4.0211 -0.9244  0.03
H11 -3.8152 -2.3451 1.5361  0.00
C10 1.4561 4.9537 1.8987  0.03
H12 -1.1634 2.1712 2.9338  0.01
C11 -2.2318 -1.1027 1.5745  -0.01
C12 1.3161 -1.4205 5.0423  -0.02
N6 -1.5714 1.7881 -0.9551  -0.01
H13 1.4265 5.9367 2.3495  0.00
C13 2.5022 -2.4376 -0.6292  0.03
C14 -0.3954 1.2599 -3.7024  0.00
C15 3.3265 -3.2981 -1.3082  0.29
C16 2.3207 -2.3604 5.2826  0.03
C17 2.6318 -2.6117 2.9587  0.00
H14 -3.0756 -0.6417 -3.4573  0.00
H15 -2.4852 2.8973 -5.8187  0.00
N7 1.4839 -1.4860 1.3487  0.06
H16 1.4723 -1.3367 -3.4830  0.00
C18 -2.1276 2.1454 -5.1322  0.00
C19 0.5535 2.6979 1.7280  0.12
C20 -0.5013 1.8147 2.1341  0.07
C21 2.4282 3.4048 0.3471  -0.02
H17 3.1399 3.1620 -0.4311  0.00
H18 3.7643 -3.7113 4.4313  0.00
N8 -3.3514 -1.6804 2.1358  0.04
C22 1.5476 2.3614 0.7404  0.12
S4 3.1269 -3.1011 -3.0013  0.07
C23 0.5607 3.9854 2.2863  0.01
C24 2.3844 4.6585 0.9005  0.08

***

Values for E_tot, Eh, ordered as above
-5063.521444, -2105.675774, -3358.305603, -3817.010279
Values for molecular weight, g mol⁻¹, ordered as above
832.6, 437.3, 775.3, 730.7
Values for ΔE to the lowest compared entry with this formula, charge and spin, kJ/mol, ordered as above
0.0, 275.1, 0.0, 576.1